This record from the OMol25 dataset describes 8 unconnected molecules or ions with the total composition C16H48O16 in a non-equilibrium geometry. The level of theory is ωB97M-V with the def2-TZVPD basis set.

Values from the calculation:
* SMILES string: OCCO.OCCO.OCCO.OCCO.OCCO.OCCO.OCCO.OCCO
* Kohn-Sham gap: 10.27 eV
* DFT total energy: -1842.11560 Ha
* E_LUMO: 0.44 eV

The geometry in ORCA input format:
```
! wB97M-V def2-TZVPD RIJCOSX def2/J DEFGRID3
* xyz 0 1
O -0.162 -0.349 -1.603
O 2.785 2.544 -3.148
O 0.122 -3.335 -1.825
O -2.310 -2.334 -0.777
O -1.552 -3.370 1.785
O 1.578 -4.890 0.008
O 1.961 3.392 2.102
O 1.415 3.383 5.029
O -0.456 1.931 2.422
O -1.139 0.086 -4.310
O -0.588 -0.853 2.129
O -5.853 -2.366 -1.655
O 2.180 4.210 -0.612
O -0.056 2.598 -0.342
O -2.147 2.423 -2.716
O -0.027 -6.151 1.964
C -4.678 -1.976 -0.969
C -1.240 2.926 1.716
C 3.678 3.068 -2.133
C 2.615 3.072 4.343
C 1.423 -4.280 1.272
C 2.834 3.904 3.128
C -1.885 2.355 -4.104
C 1.122 -1.067 -1.357
C 3.185 4.391 -1.545
C -1.370 2.659 0.220
C -1.864 -2.770 3.011
C -3.477 -2.850 -1.411
C -0.679 1.444 -4.406
C 1.206 -2.414 -2.110
C -0.719 -1.749 3.238
C 1.018 -5.224 2.369
H 0.652 3.226 4.414
H 0.197 -2.324 3.312
H -1.535 3.350 -4.424
H 1.883 -5.865 2.586
H 3.064 5.066 -2.413
H -0.703 -0.864 -0.996
H 0.787 -4.674 3.316
H -4.882 -2.166 0.028
H 3.461 3.181 5.075
H 4.629 3.288 -2.680
H -2.003 3.467 -0.300
H -2.329 1.538 -2.443
H 0.047 1.741 -3.580
H -0.819 -5.598 1.896
H 2.604 2.014 3.996
H 0.786 -3.419 1.119
H 2.235 3.654 1.210
H -0.589 0.071 2.420
H 1.145 -1.200 -0.292
H 1.378 -2.138 -3.167
H -2.868 -2.308 3.160
H 3.796 2.306 -1.336
H -0.269 1.621 -5.356
H 3.956 4.922 -0.958
H 2.126 -2.846 -1.722
H 3.894 3.806 2.815
H -2.760 2.180 -4.681
H -1.790 -2.720 1.087
H 0.513 -4.072 -1.362
H -3.655 -3.895 -1.226
H -3.469 -2.660 -2.479
H 3.133 2.923 -4.009
H 1.455 3.706 -1.036
H 1.971 -0.482 -1.705
H -2.177 3.059 2.193
H 0.861 -5.544 -0.028
H 2.468 -3.978 1.519
H -0.025 1.794 -0.864
H 2.656 4.981 3.287
H -0.661 -0.265 -3.557
H -5.681 -2.266 -2.618
H -0.739 3.885 1.891
H -4.348 -0.948 -1.108
H 0.493 1.932 2.227
H -0.810 -1.197 4.231
H -1.505 -2.784 -1.013
H -1.800 1.661 0.115
H -1.695 -3.561 3.747
*
```

In elementary charge units, the Löwdin charges are: -0.0921, -0.1095, -0.0657, -0.0931, -0.0990, -0.0796, -0.0966, -0.0742, -0.1027, -0.0730, -0.0836, -0.0602, -0.0747, -0.0820, -0.0603, -0.0695, -0.2392, -0.1904, -0.2259, -0.2725, -0.2530, -0.2293, -0.2371, -0.1495, -0.2725, -0.2075, -0.2319, -0.1933, -0.2120, -0.1834, -0.2268, -0.2148, 0.0922, 0.0876, 0.1206, 0.1224, 0.1224, 0.0530, 0.1240, 0.0951, 0.1343, 0.1240, 0.1450, 0.0600, 0.1278, 0.0693, 0.1251, 0.0900, 0.0525, 0.0383, 0.1035, 0.1273, 0.1306, 0.1258, 0.0923, 0.1269, 0.1155, 0.1230, 0.1043, 0.0672, 0.0422, 0.1226, 0.1168, 0.1125, 0.0815, 0.1186, 0.1064, 0.0941, 0.1375, 0.0536, 0.1275, 0.0297, 0.1010, 0.1181, 0.1195, 0.0674, 0.1413, 0.0350, 0.1155, 0.1140